Formula: C4H6N2S
Source: the Open Molecules 2025 dataset
Level of theory: ωB97M-V/def2-TZVPD

Geometry as XYZ:
```
13
Properties=species:S:1:pos:R:3:mulliken_charge:R:1
C 0.8064 0.0242 0.4662 0.13
C 0.3483 -1.3966 0.4325 -0.84
C -0.7566 -1.4547 -0.3461 -0.26
C -0.4403 0.8996 0.0423 0.30
H 2.5602 1.4530 -0.0756 0.15
H 0.9178 0.1017 1.5221 0.31
H 1.1136 -2.1750 0.4481 0.38
H -1.3983 -2.1822 -0.6034 0.54
H -2.5891 0.0895 -0.2810 0.31
H -1.3416 2.4619 -0.5596 0.26
N -1.1610 -0.1657 -0.6759 -0.48
N -0.4976 2.1887 0.0683 -0.60
S 2.4382 0.1556 -0.4380 -0.22
```

Properties
frontier orbital gap: 8.445 eV
F_max: 7.60 eV/Å
energy relative to the best compared isomer or geometry (same formula, charge and spin): 103.4 kcal/mol
total charge: 0
highest occupied orbital energy: -8.65 eV